--- i ---
Computed, not measured: a molecular structure, C3H9N2O2P, with ωB97M-V/def2-TZVPD.

```
! RIJCOSX wB97M-V def2-TZVPD def2/J DEFGRID3
* xyz 0 1
C 0.03416 1.45876 -0.68924
C 1.27819 0.86965 -0.07997
C -0.88289 0.39851 -1.25795
N 0.87339 -0.07865 0.94660
N -1.15379 -1.91307 1.54735
O 0.57323 -2.26705 -0.65754
O -1.46561 -0.42044 -0.32633
P -0.19746 -1.31954 0.35360
H -0.50251 2.03342 0.09234
H 0.30085 2.22746 -1.48086
H 1.96275 0.68234 -0.88269
H 1.88849 1.63746 0.69251
H -1.63770 0.94992 -1.85279
H -0.27882 -0.15993 -2.06682
H 1.67080 -0.52929 1.51310
H -0.73983 -2.37084 2.31843
H -1.72326 -1.19871 1.83024
*
```

For the HOMO energy, the calculation gives -9.464 eV. As for the gap between HOMO and LUMO: 10.184 eV.

***

--- ii ---
Computed, not measured: a molecular structure, C3H9N2O2P, with ωB97M-V/def2-TZVPD.

```
! RIJCOSX wB97M-V def2-TZVPD def2/J DEFGRID3
* xyz 0 1
C -0.02400 1.02784 -1.23787
C 1.41276 -0.41144 1.37222
C -0.97030 -1.96716 0.83904
N -0.49145 1.50440 -2.40834
N 0.70378 1.66857 -0.39605
O -0.32422 -0.22240 -0.87175
O -1.19402 0.64903 1.47172
P -0.29696 -0.27196 0.80816
H 2.01660 -0.63450 0.46391
H 1.69878 0.66823 1.71102
H 1.55249 -1.20365 2.04803
H -1.04037 -2.61624 -0.06423
H -0.50144 -2.57864 1.54807
H -1.95850 -1.83605 1.11053
H -0.51427 2.50428 -2.53575
H -1.05814 1.13460 -3.12404
H 0.98925 2.58510 -0.73465
*
```

For the HOMO energy, the calculation gives -9.487 eV. As for the gap between HOMO and LUMO: 10.226 eV.

***

Going by the energies, ii is most stable and the next is 0.169 eV up.

***

--- i ---
Computed, not measured: 2 unconnected molecules or ions with the total composition C12H16N2, with ωB97M-V/def2-TZVPD.

```
! RIJCOSX wB97M-V def2-TZVPD def2/J DEFGRID3
* xyz 0 1
C 1.40789 -2.94957 2.45279
C 2.52356 -2.12858 1.77862
C 2.33769 -0.63295 2.10457
C 1.92634 0.44786 1.35346
N 1.98022 1.49064 2.25132
C 2.29689 1.04276 3.50664
N 2.47157 -0.27590 3.41033
H 1.34936 -2.51387 3.46705
H 1.78683 -4.05908 2.37062
H 0.39308 -2.77562 2.09129
H 3.55626 -2.36286 2.22335
H 2.77054 -2.27772 0.71820
H 1.42683 0.46144 0.42144
H 1.63669 2.44121 2.22881
H 2.35183 1.64014 4.44512
C -3.29840 -0.70996 -3.15677
C -2.40137 0.37527 -2.75314
C -2.94881 1.54074 -2.14226
C -2.17703 2.50273 -1.55806
C -0.79424 2.23164 -1.40301
C -0.27778 1.08653 -1.91959
C -1.05670 0.10740 -2.58513
H -3.12148 -1.12297 -4.15799
H -4.35766 -0.37148 -3.09485
H -3.32551 -1.60207 -2.51053
H -4.00754 1.63473 -2.28363
H -2.54172 3.54317 -1.40867
H -0.16616 3.08012 -1.13147
H 0.79309 0.85621 -1.63702
H -0.53426 -0.69997 -3.08147
*
```

For the HOMO energy, the calculation gives -8.539 eV. As for the gap between HOMO and LUMO: 9.321 eV.

***

--- ii ---
Computed, not measured: a single C12H16N2 molecule, with ωB97M-V/def2-TZVPD.

```
! RIJCOSX wB97M-V def2-TZVPD def2/J DEFGRID3
* xyz 0 1
C -1.94262 -2.42911 0.14118
N -1.75976 -1.08370 -0.47201
C -2.94773 -0.33014 -0.09928
C -2.69202 1.12268 -0.33574
C -1.16549 1.15470 -0.31717
C -0.49402 2.26509 0.61340
C 1.03956 2.20717 0.22340
C 1.47154 0.76779 -0.07518
C 2.79946 0.59538 -0.39753
C 3.42133 -0.63808 -0.28396
N 2.64596 -1.71370 0.16178
C 1.38916 -1.57718 0.26562
C 0.65267 -0.34610 0.06035
C -0.73912 -0.21839 0.21547
H -1.31270 -2.96934 -0.47242
H -1.79980 -2.49906 1.26710
H -2.94983 -2.82496 0.05849
H -3.18660 -0.56172 0.98414
H -3.96538 -0.73000 -0.64915
H -3.10048 1.76057 0.48235
H -2.93501 1.60275 -1.25858
H -0.69231 1.36383 -1.29881
H -0.76891 2.17338 1.63153
H -0.90622 3.22528 0.07979
H 1.63405 2.67133 1.01427
H 1.19065 2.89293 -0.64936
H 3.40968 1.43802 -0.70296
H 4.47984 -0.72473 -0.37535
H 0.88090 -2.44419 0.67576
H -0.93770 -0.23514 1.32130
*
```

For the HOMO energy, the calculation gives -8.870 eV. As for the gap between HOMO and LUMO: 9.792 eV.

***

Going by the energies, i is most stable and the next is 0.764 eV up.

***

--- i ---
Computed, not measured: a molecular structure, C6H14N2, with ωB97M-V/def2-TZVPD.

```
! RIJCOSX wB97M-V def2-TZVPD def2/J DEFGRID3
* xyz 0 1
C -1.76268 -0.29845 -0.87388
C -0.18863 -1.88772 0.41431
C 0.38731 0.81742 1.50729
C 0.57308 1.87754 -0.81789
C -0.29910 -0.64583 -0.49132
C 0.49432 0.52048 0.00224
N 2.58524 -1.19142 0.10720
N 2.34254 -0.03682 -0.09043
H -2.42359 -0.81496 -0.11139
H -2.09001 -0.70354 -1.78426
H -1.88336 0.79978 -0.84591
H 0.89239 -2.08165 0.73001
H -0.54971 -1.86272 1.49484
H -0.70537 -2.73947 -0.00826
H 1.19947 1.39106 1.90375
H 0.40271 -0.19799 1.94481
H -0.57086 1.39677 1.66466
H -0.46107 2.15852 -0.78238
H 1.34241 2.53657 -0.36009
H 0.79362 1.52668 -1.79612
H 0.20739 -0.91721 -1.44278
H 3.60177 -1.42236 0.02584
*
```

For the HOMO energy, the calculation gives -7.590 eV. As for the gap between HOMO and LUMO: 8.667 eV.

***

--- ii ---
Computed, not measured: a single C6H14N2 molecule, with ωB97M-V/def2-TZVPD.

```
! RIJCOSX wB97M-V def2-TZVPD def2/J DEFGRID3
* xyz 0 1
C -2.18652 0.73981 1.38368
C -1.30237 -0.23702 0.54957
C 0.09882 0.21675 0.31190
C 1.00335 0.45623 1.26006
N 0.83245 0.01442 2.57786
C 0.41088 0.52617 -1.13183
C 0.46717 -0.62451 -2.13764
N 1.77295 -1.21945 -2.30123
H -1.80054 1.72145 1.12158
H -1.93863 0.60319 2.41807
H -3.22256 0.43279 1.33047
H -1.81905 -0.20759 -0.40823
H -1.47170 -1.27689 0.84985
H 1.81813 1.14852 1.08541
H 0.48090 -0.92263 2.70251
H 1.66851 0.09778 3.13616
H 1.33283 1.11654 -1.24065
H -0.31583 1.27432 -1.47574
H -0.23462 -1.42272 -1.86047
H -0.04325 -0.19925 -3.01358
H 1.95330 -1.63081 -3.20062
H 2.49579 -0.60710 -1.95711
*
```

For the HOMO energy, the calculation gives -7.736 eV. As for the gap between HOMO and LUMO: 8.772 eV.

***

Going by the energies, ii is most stable and the next is 2.141 eV up.

***

--- i ---
Computed, not measured: a single C6H14N2 molecule, with ωB97M-V/def2-TZVPD.

```
! RIJCOSX wB97M-V def2-TZVPD def2/J DEFGRID3
* xyz 0 1
C 2.34397 -1.40618 -0.14730
C 1.68244 -0.14368 0.25224
C 0.24620 0.00977 0.07969
C -0.48805 -1.19016 -0.07732
C -2.03043 -1.30555 -0.16598
N -2.85196 -0.17489 0.06056
C -0.16146 1.58668 0.51852
N 0.19234 2.65920 -0.45004
H 1.93236 -2.33969 0.26218
H 2.55261 -1.42408 -1.26682
H 3.33391 -1.25902 0.32197
H 2.13847 0.79837 -0.29965
H 2.07135 0.04491 1.35636
H -0.07148 -2.07644 -0.52274
H -2.50495 -1.96837 0.61731
H -2.15985 -1.69703 -1.14293
H -3.13941 0.56935 -0.60505
H -2.89637 0.25061 1.06551
H -1.17647 1.71874 0.88477
H 0.44441 1.86525 1.36379
H -0.53366 2.75122 -1.17594
H 1.07604 2.73098 -0.92915
*
```

For the HOMO energy, the calculation gives -8.514 eV. As for the gap between HOMO and LUMO: 9.493 eV.

***

--- ii ---
Computed, not measured: 2 unconnected molecules or ions with the total composition C6H14N2, with ωB97M-V/def2-TZVPD.

```
! RIJCOSX wB97M-V def2-TZVPD def2/J DEFGRID3
* xyz 0 1
C 1.22806 -1.95354 -2.18424
N 0.10046 -1.03579 -2.23558
C 0.28091 0.18741 -1.97393
N 1.45844 0.85734 -1.67870
H 1.64627 -2.05851 -3.18629
H 0.85165 -2.91626 -1.84867
H 2.03733 -1.64405 -1.51187
H -0.59453 0.83142 -2.00871
H 1.34348 1.63200 -1.04452
H 2.22799 0.27827 -1.39911
C 0.53079 0.17982 2.14215
C -0.68899 0.43517 1.67837
C -1.14584 1.84453 1.40595
C -1.68188 -0.64446 1.37306
H 0.85854 -0.83145 2.34703
H 1.23081 0.98593 2.32257
H -1.33985 1.96399 0.33571
H -0.40295 2.57406 1.72340
H -2.08659 2.06477 1.91403
H -1.30190 -1.62649 1.64708
H -1.91806 -0.65867 0.30483
H -2.63414 -0.46549 1.87744
*
```

For the HOMO energy, the calculation gives -9.193 eV. As for the gap between HOMO and LUMO: 10.050 eV.

***

Going by the energies, ii is most stable and the next is 2.156 eV up.

***

--- i ---
Computed, not measured: a gas-phase ion, C4H11N2 (charge +1), with ωB97M-V/def2-TZVPD.

```
! RIJCOSX wB97M-V def2-TZVPD def2/J DEFGRID3
* xyz 1 1
C -1.01198 -1.28354 0.90533
C -0.25422 -1.39193 -0.41405
C -0.40114 0.76302 0.56121
C 0.50299 -0.07528 -0.31358
N 0.18724 1.57914 1.50592
N 0.82825 0.59649 -1.67162
H -2.08336 -1.34809 0.88520
H -0.51814 -1.63437 1.79049
H 0.39385 -2.26593 -0.48514
H -0.94755 -1.40108 -1.25557
H -1.29406 1.16168 0.10943
H 1.46247 -0.21254 0.19015
H -0.45682 2.10201 2.08139
H 0.92730 1.15419 2.05057
H 0.83580 1.61802 -1.55107
H 0.09319 0.34783 -2.34606
H 1.73620 0.29039 -2.04258
*
```

For the HOMO energy, the calculation gives -11.750 eV. As for the gap between HOMO and LUMO: 8.187 eV.

***

--- ii ---
Computed, not measured: a gas-phase ion, C4H11N2 (charge +1), with ωB97M-V/def2-TZVPD.

```
! RIJCOSX wB97M-V def2-TZVPD def2/J DEFGRID3
* xyz 1 1
C -1.78190 1.22355 0.71282
C -1.74483 0.50833 -0.62864
C -0.32704 0.04343 -0.98883
N 0.18786 -0.88157 0.03346
C 1.31288 -0.77344 0.68673
N 2.43256 -0.33742 0.13912
H -1.35731 0.58787 1.50459
H -2.73965 1.46719 1.16411
H -1.06053 2.04858 0.72804
H -2.37998 -0.37912 -0.61335
H -2.04552 1.16675 -1.43910
H -0.32650 -0.46169 -1.95729
H 0.29279 0.93331 -1.12323
H -0.52832 -1.48071 0.40681
H 1.45669 -1.14352 1.69905
H 3.18879 -0.08735 0.73593
H 2.38728 -0.19506 -0.86477
*
```

For the HOMO energy, the calculation gives -15.321 eV. As for the gap between HOMO and LUMO: 11.472 eV.

***

--- iii ---
Computed, not measured: 2 unconnected molecules or ions with the total composition C4H11N2, with ωB97M-V/def2-TZVPD.

```
! RIJCOSX wB97M-V def2-TZVPD def2/J DEFGRID3
* xyz 1 1
C 2.27192 -0.51606 0.10633
C -1.09934 -0.73803 -1.10051
C -0.82159 1.40506 0.25262
C -1.03428 -0.04935 0.19368
N 3.40501 0.09611 0.09903
N -1.21118 -0.71617 1.29415
H 2.41178 -1.60287 -0.03364
H -2.01501 -0.44880 -1.62320
H -0.27480 -0.42470 -1.73580
H -1.08821 -1.81890 -0.99691
H -0.24247 1.75496 -0.59763
H -1.78885 1.91381 0.21462
H -0.33213 1.70210 1.17655
H 4.32552 -0.33613 -0.01422
H -1.37125 -1.71611 1.28948
H -1.17019 -0.26295 2.20087
H 3.43351 1.10248 0.22064
*
```

For the HOMO energy, the calculation gives -11.982 eV. As for the gap between HOMO and LUMO: 8.063 eV.

***

Going by the energies, ii is most stable and the next is 1.779 eV up.

***

--- i ---
Computed, not measured: 2 unconnected molecules or ions with the total composition C4H11N2, with ωB97M-V/def2-TZVPD.

```
! RIJCOSX wB97M-V def2-TZVPD def2/J DEFGRID3
* xyz 1 1
C -0.78421 0.93747 -1.31510
C -0.28364 -0.25655 -0.68850
C 0.67849 -1.24462 -0.52015
C -2.44622 0.30697 0.74191
N -1.22830 0.34002 -0.04580
N 2.67884 0.07159 0.83658
H -0.21694 1.82103 -1.21600
H -1.55444 0.89825 -2.23767
H 0.48395 -2.01473 0.14045
H 1.44751 -0.57988 0.14472
H 1.14910 -1.65124 -1.39636
H -3.31283 0.18136 0.00921
H -2.30871 -0.48729 1.37393
H -2.71880 1.22625 1.16713
H 2.73500 1.02648 0.52032
H 3.46038 -0.52150 0.78691
H 2.22082 -0.05361 1.69841
*
```

For the HOMO energy (alpha / beta), the calculation gives -13.626 / -13.627 eV. As for the gap between HOMO and LUMO (alpha / beta): 10.080 / 10.080 eV.

***

--- ii ---
Computed, not measured: 2 unconnected molecules or ions with the total composition C4H11N2, with ωB97M-V/def2-TZVPD.

```
! RIJCOSX wB97M-V def2-TZVPD def2/J DEFGRID3
* xyz 1 1
C -1.21081 0.51852 -2.28237
C -0.39306 -0.33943 -1.42017
C -0.69973 -0.49349 -0.06578
C -0.53482 -1.53227 0.79318
N -0.97467 -1.46182 2.13077
N 2.45188 2.04431 1.21369
H -1.67650 -0.05577 -3.10666
H -0.52789 1.08184 -2.92867
H 0.17466 -1.04630 -2.00975
H 2.81532 1.79110 2.12292
H -1.21023 0.36542 0.37568
H -0.00698 -2.44552 0.52934
H -0.13926 -1.55797 2.70613
H -1.64946 -2.17453 2.38171
H 2.54477 1.29132 0.55685
H -1.90658 1.19354 -1.79524
H 2.94333 2.82104 0.79836
*
```

For the HOMO energy, the calculation gives -12.818 eV. As for the gap between HOMO and LUMO: 5.934 eV.

***

Going by the energies, ii is most stable and the next is 0.460 eV up.